Record 1
{
  "formula": "C20H17BrEr",
  "method": "ωB97M-V with the def2-TZVPD basis set",
  "s_squared": 3.753,
  "orbital_gap_ev": [7.282, 7.287],
  "largest_force_ev_per_a": 2.13,
  "lumo_energy_ha": [0.103, 0.103],
  "spin_multiplicity": 4,
  "energy_ev": -118682.56721,
  "e_homo_ev": [-4.5, -4.5],
  "charge": -1,
  "elements": ["C", "C", "C", "H", "C", "C", "H", "H", "H", "H", "Er", "Br", "C", "C", "C", "H", "C", "C", "H", "H", "H", "H", "C", "C", "C", "C", "C", "C", "C", "C", "C", "C", "H", "H", "H", "H", "H", "H", "H"],
  "positions_angstrom": [[-1.27, -1.30, -3.52], [-1.39, -2.34, -2.55], [-2.20, -1.84, -1.48], [-0.99, -3.35, -2.62], [-2.53, -0.48, -1.78], [-1.95, -0.15, -3.03], [-2.09, 0.79, -3.56], [-0.79, -1.39, -4.49], [-2.55, -2.40, -0.62], [-3.16, 0.17, -1.17], [-0.01, -0.71, -1.25], [0.93, -2.83, -0.11], [2.17, 0.83, -1.38], [1.26, 1.55, -2.22], [1.04, 0.77, -3.39], [0.87, 2.55, -2.03], [1.77, -0.45, -3.26], [2.47, -0.41, -2.01], [3.14, -1.19, -1.62], [2.62, 1.20, -0.45], [0.48, 1.09, -4.27], [1.84, -1.24, -4.01], [1.95, 1.44, 4.23], [2.51, 0.90, 3.06], [1.70, 0.39, 2.05], [0.28, 0.43, 2.16], [-0.59, -0.02, 1.13], [-1.92, -0.21, 1.42], [-2.46, 0.19, 2.68], [-1.67, 0.76, 3.64], [-0.27, 0.90, 3.42], [0.58, 1.44, 4.41], [2.59, 1.85, 5.01], [3.59, 0.89, 2.94], [2.15, -0.12, 1.19], [-2.62, -0.64, 0.71], [-3.52, 0.01, 2.86], [-2.10, 1.10, 4.58], [0.13, 1.84, 5.33]]
}

=====

Record 2
{
  "formula": "CH3BrClISi",
  "method": "ωB97M-V with the def2-TZVPD basis set",
  "s_squared": 2.004,
  "orbital_gap_ev": [6.841, 6.512],
  "largest_force_ev_per_a": 2.82,
  "lumo_energy_ha": [0.020, -0.136],
  "spin_multiplicity": 3,
  "energy_ev": -99628.96964,
  "e_homo_ev": [-6.3, -10.2],
  "elements": ["C", "Si", "Cl", "Br", "I", "H", "H", "H"],
  "positions_angstrom": [[-0.12, 0.29, -0.24], [0.74, 1.86, -0.96], [-0.58, 3.35, -0.73], [1.52, 1.62, -2.94], [3.08, 2.71, 0.93], [0.47, -0.68, -0.31], [-0.43, 0.51, 0.81], [-0.88, 0.30, -1.03]]
}

=====

Record 3
{
  "formula": "C23H31B3O24",
  "method": "ωB97M-V with the def2-TZVPD basis set",
  "orbital_gap_ev": 10.934,
  "largest_force_ev_per_a": 1.23,
  "lumo_energy_ha": 0.003,
  "de_lowest_kj_mol": 0.0,
  "spin_multiplicity": 1,
  "energy_ev": -75528.44083,
  "e_homo_ev": -10.9,
  "elements": ["C", "C", "B", "O", "B", "O", "B", "O", "H", "H", "H", "C", "C", "O", "C", "O", "O", "H", "H", "H", "H", "C", "C", "O", "C", "O", "O", "H", "H", "H", "H", "C", "C", "O", "C", "O", "O", "H", "H", "H", "H", "C", "C", "O", "C", "O", "O", "H", "H", "H", "H", "C", "C", "O", "C", "O", "O", "H", "H", "H", "H", "C", "C", "O", "C", "O", "O", "H", "H", "H", "H", "C", "C", "O", "C", "O", "O", "H", "H", "H", "H"],
  "positions_angstrom": [[4.32, 3.05, -3.61], [3.24, 3.29, -4.08], [1.74, 3.51, -4.26], [1.08, 4.51, -3.59], [-0.06, 4.07, -2.95], [-0.58, 2.82, -3.23], [0.05, 2.06, -4.18], [0.98, 2.64, -5.03], [5.28, 2.94, -3.15], [-0.57, 4.79, -2.18], [-0.13, 0.89, -4.24], [-4.51, 4.02, 0.35], [-3.95, 3.45, -0.93], [-2.91, 4.39, -1.26], [-2.52, 5.00, -0.13], [-1.58, 5.71, -0.01], [-3.37, 4.70, 0.90], [-4.86, 3.25, 1.04], [-5.30, 4.74, 0.19], [-3.50, 2.47, -0.80], [-4.68, 3.40, -1.73], [-2.97, -1.63, -3.37], [-1.76, -1.25, -2.55], [-2.29, -0.17, -1.74], [-3.62, -0.32, -1.65], [-4.32, 0.30, -0.91], [-4.06, -1.27, -2.50], [-3.00, -2.69, -3.61], [-3.05, -1.05, -4.29], [-1.42, -2.04, -1.89], [-0.92, -0.90, -3.15], [3.38, -0.22, -6.20], [3.58, -1.72, -6.27], [2.68, -2.18, -5.26], [1.72, -1.25, -5.08], [0.75, -1.41, -4.42], [2.03, -0.10, -5.74], [3.49, 0.27, -7.17], [4.04, 0.26, -5.48], [3.28, -2.14, -7.23], [4.60, -2.04, -6.04], [-0.67, -5.43, -0.09], [-1.69, -6.37, -0.69], [-2.15, -5.63, -1.83], [-1.19, -4.74, -2.17], [-1.20, -4.08, -3.16], [-0.23, -4.69, -1.23], [0.16, -5.94, 0.39], [-1.12, -4.74, 0.63], [-1.24, -7.30, -1.05], [-2.52, -6.60, -0.03], [-2.04, 4.34, 3.76], [-1.72, 2.91, 4.15], [-1.27, 3.06, 5.51], [-1.79, 4.22, 6.00], [-1.73, 4.53, 7.14], [-2.37, 4.93, 5.02], [-2.86, 4.42, 3.06], [-1.17, 4.86, 3.34], [-2.61, 2.27, 4.15], [-0.95, 2.46, 3.54], [2.83, -5.52, 4.10], [2.27, -5.14, 2.74], [1.34, -6.21, 2.49], [0.97, -6.74, 3.69], [0.09, -7.52, 3.83], [1.74, -6.25, 4.68], [3.08, -4.66, 4.72], [3.70, -6.18, 4.03], [1.72, -4.20, 2.77], [3.02, -5.10, 1.96], [3.16, 2.29, 6.54], [1.95, 2.24, 5.63], [2.55, 2.19, 4.33], [3.80, 1.69, 4.45], [4.50, 1.37, 3.55], [4.15, 1.61, 5.76], [3.01, 1.78, 7.49], [3.50, 3.31, 6.73], [1.36, 1.33, 5.78], [1.30, 3.10, 5.73]]
}

=====

Record 4
{
  "formula": "C7H33F9N5O7PS",
  "method": "ωB97M-V with the def2-TZVPD basis set",
  "s_squared": 0.751,
  "orbital_gap_ev": [4.243, 8.811],
  "largest_force_ev_per_a": 3.92,
  "lumo_energy_ha": [-0.099, -0.116],
  "spin_multiplicity": 2,
  "energy_ev": -74154.16312,
  "e_homo_ev": [-6.9, -12.0],
  "charge": 1,
  "elements": ["N", "H", "H", "H", "H", "N", "H", "H", "H", "H", "N", "H", "H", "H", "H", "N", "H", "H", "H", "H", "N", "H", "H", "H", "H", "C", "O", "H", "H", "H", "C", "O", "O", "C", "F", "F", "F", "C", "C", "H", "H", "H", "H", "H", "H", "P", "F", "F", "F", "F", "F", "F", "C", "C", "O", "S", "O", "O", "O", "H", "H", "H", "H"],
  "positions_angstrom": [[4.35, -0.67, 1.08], [4.49, 0.23, 0.64], [3.47, -1.02, 0.73], [4.28, -0.56, 2.09], [5.12, -1.22, 0.73], [0.14, 0.34, -0.62], [0.80, -0.37, -0.33], [0.30, 0.80, -1.51], [-0.02, 1.06, 0.08], [-0.77, -0.10, -0.63], [2.33, 2.86, 2.02], [3.06, 2.33, 1.57], [1.38, 2.54, 1.90], [2.35, 3.79, 1.62], [2.50, 2.76, 3.01], [-0.67, 4.63, -0.19], [0.24, 4.93, 0.13], [-1.34, 5.29, 0.18], [-0.80, 3.73, 0.26], [-0.68, 4.58, -1.20], [0.29, -0.39, 3.32], [0.01, 0.57, 3.20], [1.08, -0.54, 3.93], [0.53, -0.89, 2.47], [-0.44, -0.89, 3.82], [-1.37, 2.40, 2.51], [-0.37, 2.14, 1.60], [-2.25, 1.87, 2.17], [-1.12, 2.13, 3.54], [-1.51, 3.47, 2.62], [1.21, -2.74, 0.64], [-0.10, -2.61, 1.31], [1.76, -1.44, 0.82], [1.94, -4.05, 1.09], [3.26, -3.83, 1.09], [1.64, -4.37, 2.37], [1.66, -5.11, 0.41], [-1.08, -3.63, 1.06], [-2.31, -3.17, 1.78], [-2.52, -2.11, 1.63], [-3.18, -3.76, 1.51], [-2.08, -3.18, 2.85], [-0.78, -4.61, 1.44], [-1.24, -3.59, -0.02], [0.92, -2.80, -0.41], [0.80, 2.76, -3.07], [1.98, 2.88, -4.26], [1.83, 2.03, -2.03], [1.27, 4.17, -2.45], [-0.31, 2.73, -1.88], [-0.15, 3.54, -4.05], [0.09, 1.40, -3.61], [-2.97, -0.41, -4.00], [-2.16, -1.71, -4.34], [-2.08, -2.50, -3.16], [-2.98, -1.82, -1.91], [-2.14, -1.12, -0.97], [-3.98, -2.78, -1.44], [-3.78, -0.79, -2.94], [-3.57, 0.05, -4.78], [-2.32, 0.42, -3.70], [-1.18, -1.43, -4.70], [-2.85, -2.21, -5.03]]
}